Record 1
Below is C10H21ClI2N2O2PRu as an isolated structure in a non-equilibrium geometry, with properties calculated with ωB97M-V/def2-TZVPD.

Computed properties:
highest occupied orbital energy (spin up / spin down): -19.78 / -19.45 eV
gap between HOMO and LUMO (spin up / spin down): 8.317 / 5.718 eV
relative energy (zero: lowest compared OMol25 entry of this formula, charge and spin): 0.0 kJ/mol
expectation value of S²: 6.0552
2S+1: 5
total charge: +3

Last column: Löwdin spin population.
Geometry (Å):
I: 3.065 0.937 -1.683  0.850
I: 0.409 -2.978 -0.041  0.911
Ru: 0.888 -0.279 -0.506  1.024
P: -0.217 -0.145 -2.426  -0.012
C: 0.665 0.042 -4.018  0.013
C: -1.425 -1.464 -2.796  -0.003
H: -1.958 1.299 -1.545  0.002
H: -1.891 1.388 -3.332  -0.001
H: -0.687 2.263 -2.348  0.000
C: -1.292 1.352 -2.416  0.000
H: -2.255 -1.430 -2.083  0.001
H: -1.796 -1.329 -3.821  -0.001
H: -0.036 -0.049 -4.862  -0.001
H: 1.414 -0.752 -4.086  0.002
H: -0.926 -2.434 -2.706  0.000
H: 1.164 1.018 -4.049  0.002
C: 0.700 1.540 -0.286  0.015
O: 0.585 2.689 -0.108  -0.002
Cl: -1.413 -0.350 0.292  0.184
C: -0.641 1.732 2.735  0.049
N: 0.252 1.041 3.617  0.362
C: 0.313 1.555 4.962  0.041
C: 0.778 0.470 5.895  0.013
C: 2.102 -0.060 5.415  0.042
N: 2.005 -0.435 4.022  0.372
C: 3.009 -1.353 3.519  0.046
C: 1.232 0.217 3.105  -0.004
O: 1.447 0.042 1.883  -0.042
H: -0.149 2.535 2.164  0.025
H: -1.450 2.171 3.333  0.002
H: -1.066 1.004 2.028  0.015
H: 0.999 2.422 5.024  0.024
H: -0.691 1.901 5.230  0.004
H: 0.041 -0.337 5.922  -0.001
H: 0.886 0.869 6.904  -0.001
H: 2.406 -0.953 5.975  0.006
H: 2.889 0.711 5.544  0.025
H: 4.019 -0.929 3.637  0.025
H: 2.964 -2.288 4.102  0.015
H: 2.811 -1.553 2.464  0.001


Record 2
Below is C10H21ClNO2OsP2Se as an isolated structure in a non-equilibrium geometry, with properties calculated with ωB97M-V/def2-TZVPD.

Computed properties:
highest occupied orbital energy (spin up / spin down): -19.06 / -19.05 eV
gap between HOMO and LUMO (spin up / spin down): 6.158 / 4.033 eV
expectation value of S²: 6.0376
2S+1: 5
total charge: +3

Last column: Löwdin spin population.
Geometry (Å):
C: -0.106 -0.644 -3.902  0.002
C: -0.526 0.724 -3.283  0.009
H: 0.932 -0.607 -4.290  0.000
H: -0.641 -0.882 -4.907  0.000
H: -0.397 -1.640 -3.469  0.000
O: 0.377 1.538 -3.047  0.014
Cl: -1.973 0.660 -2.479  0.007
Os: 0.596 0.001 0.518  1.772
P: -0.003 2.267 0.451  0.185
C: 1.483 3.128 1.086  0.081
C: -0.505 3.544 -0.814  0.015
H: -0.618 4.547 -0.359  0.004
H: -1.590 3.727 1.623  0.005
H: -1.470 3.339 -1.289  0.001
H: -2.295 2.154 1.106  0.000
H: 2.322 2.936 0.410  0.001
H: 0.222 3.691 -1.613  0.001
C: -1.419 2.644 1.554  0.033
H: 1.341 4.212 1.160  0.017
H: -1.231 2.236 2.548  0.004
H: 1.705 2.727 2.073  0.000
P: 0.184 -2.232 0.277  0.130
C: 1.491 -3.320 0.976  0.062
C: -1.376 -2.734 1.128  0.008
H: -1.060 -2.793 -1.767  0.000
H: -0.010 -4.152 -1.298  0.004
H: 0.717 -2.728 -2.043  0.000
C: -0.075 -3.051 -1.353  0.028
H: -2.211 -2.238 0.603  0.000
H: -1.485 -3.830 1.071  0.001
H: 1.279 -4.384 0.759  0.012
H: 1.514 -3.159 2.064  0.000
H: -1.319 -2.388 2.174  0.000
H: 2.465 -3.027 0.540  0.000
C: 2.401 -0.066 0.351  0.150
O: 3.580 -0.133 0.260  0.184
Se: -1.739 0.143 4.828  0.887
C: -0.631 -0.055 3.414  0.138
N: 0.071 -0.153 2.438  0.245


Record 3
Below is a 3-piece molecular cluster, C10H21ClNO3 overall in a non-equilibrium geometry, with properties calculated with ωB97M-V/def2-TZVPD.

Computed properties:
highest occupied orbital energy: -5.11 eV
gap between HOMO and LUMO: 8.095 eV
relative energy (zero: lowest compared OMol25 entry of this formula, charge and spin): 0.0 kJ/mol
2S+1: 1
total charge: -1

Last column: Mulliken charge in e.
Geometry (Å):
C: 6.879 6.702 4.301  -1.190
C: 7.819 5.547 4.503  -0.373
C: 8.918 5.980 5.477  -0.198
C: 9.684 4.735 5.788  -1.315
N: 10.784 4.763 6.841  0.550
C: 10.502 5.107 8.283  -0.669
C: 11.852 5.667 8.811  -0.754
C: 12.656 5.945 7.514  -0.593
C: 11.856 5.650 6.331  -0.490
C: 11.321 3.350 6.850  -0.991
H: 6.128 6.675 5.113  0.322
H: 6.416 6.903 3.308  0.338
H: 7.362 7.692 4.607  0.265
H: 8.288 5.176 3.578  0.370
H: 7.224 4.739 4.939  0.265
H: 8.377 6.375 6.365  0.294
H: 9.599 6.793 5.062  0.398
H: 10.237 4.365 4.916  0.430
H: 9.038 3.968 6.168  0.505
H: 10.078 4.209 8.706  0.570
H: 9.712 5.872 8.237  0.310
H: 12.449 5.032 9.485  0.288
H: 11.591 6.588 9.336  0.378
H: 13.565 5.377 7.494  0.312
H: 12.893 7.041 7.558  0.350
H: 12.389 5.123 5.531  0.171
H: 11.415 6.511 5.877  0.286
H: 11.916 3.259 7.778  0.421
H: 11.889 3.106 5.933  0.063
H: 10.524 2.720 7.079  0.428
Cl: 13.632 3.350 4.508  -0.742
O: 6.120 4.652 9.187  -0.543
C: 7.432 4.140 8.803  0.612
O: 8.163 4.002 9.761  -0.712
O: 7.656 3.912 7.598  -0.651
H: 6.388 5.038 10.029  0.298


Record 4
Below is C10H21CoN5O as an isolated structure in a non-equilibrium geometry, with properties calculated with ωB97M-V/def2-TZVPD.

Computed properties:
highest occupied orbital energy (spin up / spin down): -11.83 / -13.11 eV
gap between HOMO and LUMO (spin up / spin down): 9.316 / 8.807 eV
relative energy (zero: lowest compared OMol25 entry of this formula, charge and spin): 0.0 kJ/mol
expectation value of S²: 6.0108
2S+1: 5
total charge: +1

Last column: Löwdin spin population.
Geometry (Å):
Co: 0.418 -0.023 -0.005  2.893
C: -2.847 -4.125 -0.713  0.001
N: -1.653 -3.369 -0.868  0.008
C: -1.416 -2.241 -0.180  0.013
N: -2.225 -1.872 0.840  0.005
O: -0.373 -1.585 -0.639  0.112
H: -2.652 -5.187 -0.848  0.000
H: -3.618 -3.728 -1.363  0.000
H: -3.181 -4.062 0.341  0.000
H: -1.331 -3.325 -1.850  0.000
H: -2.874 -2.560 1.244  0.000
H: -1.962 -1.079 1.518  0.002
N: -0.595 0.126 2.861  0.041
C: -0.054 0.040 1.816  0.103
C: -1.278 4.796 -1.331  0.001
N: -1.633 3.595 -0.555  0.005
C: -3.014 3.328 -0.183  0.002
C: -0.677 2.725 -0.299  0.035
N: 0.128 1.866 -0.183  0.075
H: -2.196 5.245 -1.686  0.000
H: -0.693 4.584 -2.219  0.000
H: -0.666 5.510 -0.734  0.000
H: -3.370 2.339 -0.461  0.000
H: -3.695 4.071 -0.685  0.000
H: -3.097 3.366 0.930  0.000
C: 2.988 -1.777 1.193  0.005
C: 3.210 -0.817 0.071  0.079
C: 4.637 -0.269 -0.001  0.041
C: 2.318 0.390 0.105  0.485
H: 3.450 -2.800 1.017  0.000
H: 1.932 -1.941 1.235  0.003
H: 3.381 -1.402 2.133  0.000
H: 2.899 -1.402 -0.937  0.017
H: 4.909 0.276 0.884  0.000
H: 4.738 0.413 -0.911  0.001
H: 5.431 -0.994 -0.167  0.008
H: 2.486 1.225 -0.543  0.031
H: 2.172 0.663 1.173  0.034


Record 5
Below is a 2-piece molecular cluster, C10H21F3N2O4P overall, with properties calculated with ωB97M-V/def2-TZVPD.

Computed properties:
highest occupied orbital energy: -12.97 eV
gap between HOMO and LUMO: 9.839 eV
2S+1: 1
total charge: +1

Last column: Mulliken charge in e.
Geometry (Å):
C: 3.071 0.046 -0.162  -1.251
C: 2.923 0.525 -1.594  -0.189
O: 1.557 0.374 -2.103  -0.224
N: 0.827 1.570 -2.156  0.078
C: 0.309 1.971 -0.792  -0.680
C: -0.912 1.157 -0.379  -0.512
N: -1.917 1.044 -1.416  -0.286
C: -1.419 0.576 -2.691  -0.248
P: -1.140 -1.275 -2.578  0.177
O: -1.516 -1.808 -1.258  -0.395
C: -0.246 1.409 -3.203  -0.864
H: 2.372 -0.771 0.025  0.268
H: 4.076 -0.352 -0.019  0.413
H: 2.905 0.827 0.579  0.436
H: 3.228 1.569 -1.730  0.268
H: 3.513 -0.077 -2.282  0.406
H: 1.453 2.313 -2.483  0.424
H: 0.102 3.043 -0.848  0.296
H: 1.133 1.806 -0.103  0.343
H: -0.623 0.159 -0.042  0.012
H: -1.347 1.660 0.484  0.581
H: -2.470 1.885 -1.514  0.345
H: -2.226 0.683 -3.422  0.659
H: 0.204 -1.452 -2.937  0.004
H: -1.810 -1.760 -3.713  0.115
H: 0.246 1.002 -4.087  0.413
H: -0.580 2.427 -3.422  0.396
C: -1.806 -2.510 1.736  -0.940
C: -2.216 -1.518 2.794  -0.230
O: -1.176 -1.380 3.799  -0.308
C: -0.177 -0.593 3.465  0.288
O: -0.038 0.027 2.444  -0.475
C: 0.851 -0.514 4.622  0.901
F: 1.113 -1.720 5.124  -0.245
F: 0.361 0.259 5.597  -0.254
F: 1.989 0.023 4.186  -0.231
H: -1.616 -3.493 2.166  0.395
H: -2.593 -2.599 0.990  0.340
H: -0.908 -2.174 1.222  0.155
H: -3.102 -1.829 3.339  0.364
H: -2.394 -0.532 2.365  0.254


Record 6
Below is C10H21I2O3PPd as an isolated structure in a non-equilibrium geometry, with properties calculated with ωB97M-V/def2-TZVPD.

Computed properties:
highest occupied orbital energy: -12.33 eV
gap between HOMO and LUMO: 1.784 eV
2S+1: 1
total charge: +2

Last column: Mulliken charge in e.
Geometry (Å):
C: -1.174 4.250 -0.968  -1.287
C: -2.449 3.616 -0.497  -0.073
O: -2.476 2.229 -0.974  -0.482
C: -3.328 1.367 -0.229  -0.462
C: -2.577 0.493 0.778  -0.344
O: -1.931 1.270 1.754  -0.416
C: -0.583 1.634 1.504  -0.124
C: 0.405 0.759 2.288  -0.813
O: 1.353 0.061 1.461  -0.342
C: 0.819 -0.962 0.680  -0.287
P: 2.264 -2.017 0.315  0.053
C: 1.960 -3.207 -1.008  -0.863
I: 0.800 -4.836 -0.300  0.349
C: 3.355 -3.538 -1.599  -0.142
C: 4.180 -4.562 -0.858  -1.206
I: 4.288 -1.564 -1.446  0.354
H: -0.299 3.874 -0.439  0.261
H: -1.226 5.327 -0.803  0.417
H: -1.036 4.082 -2.037  0.313
H: -3.324 4.135 -0.895  0.415
H: -2.544 3.574 0.591  0.307
H: -3.793 0.637 -0.944  0.502
H: -4.095 1.950 0.292  0.532
H: -1.877 -0.159 0.240  0.057
H: -3.329 -0.129 1.273  0.396
H: -0.479 2.673 1.818  0.419
H: -0.365 1.583 0.430  0.302
H: -0.154 0.038 2.897  0.385
H: 1.022 1.363 2.950  0.328
H: 0.094 -1.586 1.233  0.476
H: 0.364 -0.642 -0.268  0.259
H: 2.608 -2.721 1.480  0.227
H: 1.337 -2.694 -1.741  0.526
H: 3.282 -3.758 -2.662  0.562
H: 5.242 -4.456 -1.075  0.398
H: 3.881 -5.562 -1.177  0.412
H: 4.053 -4.507 0.226  0.341
Pd: -4.268 1.984 -2.288  0.249